The following is a DFT calculation (wB97M-V/def2-TZVPD) of a cluster of 7 separate species, C35H56F18O16SSi2 in total in a non-equilibrium geometry.

Values from the calculation:
* LUMO energy: 0.2 eV
* SMILES: C=C[Si@H](CCCCS(=O)(=O)O)CCO[Si](C)(C)C.CCOC(=O)C(F)(F)F.CCOC(=O)C(F)(F)F.CCOC(=O)C(F)(F)F.CCOC(=O)C(F)(F)F.CCOC(=O)C(F)(F)F.CCOC(=O)C(F)(F)F
* total energy: -5345.89510 Ha
* HOMO level: -9.29 eV
* HOMO-LUMO gap: 9.54 eV

Each line ends with the Mulliken charge.
CARTESIAN COORDINATES (ANGSTROEM)
1 H 5.270 5.066 3.276  0.328
2 F 1.969 8.791 0.848  -0.233
3 H -2.404 5.286 -1.335  0.338
4 C 0.479 -2.970 4.307  -0.160
5 F 0.323 -4.647 9.248  -0.245
6 H -0.819 2.875 4.059  0.353
7 S 0.923 1.825 3.319  1.195
8 H -2.670 8.166 -2.837  0.322
9 H 2.453 2.860 -2.079  0.359
10 H -1.801 8.115 -4.414  0.280
11 C 4.704 -7.396 8.477  -1.109
12 H 3.733 -7.883 8.371  0.321
13 H -4.513 -9.122 1.003  0.310
14 O 3.499 8.303 3.087  -0.516
15 C -0.112 -4.728 2.855  0.377
16 H -0.386 8.946 -1.650  0.295
17 H 4.467 -6.874 10.572  0.316
18 C 1.628 -4.362 9.305  0.976
19 C -6.095 -8.633 2.367  -1.129
20 O 1.932 1.731 4.424  -0.647
21 H 5.189 4.278 -9.891  0.366
22 H 2.070 1.062 -1.936  0.373
23 O 4.793 1.477 -8.045  -0.335
24 C -0.383 4.777 -4.469  -0.570
25 C -5.215 -3.450 -1.900  -1.176
26 H 1.632 2.487 -4.751  -0.274
27 C -4.271 -3.097 -3.032  0.072
28 F -5.370 -1.293 -6.673  -0.254
29 H -3.628 -2.253 -2.772  -0.014
30 H -6.747 -7.796 2.623  0.321
31 C 3.416 7.482 2.220  0.141
32 C -5.167 -8.277 1.222  -0.184
33 C 1.014 1.385 0.478  -0.703
34 O -1.277 -4.552 3.072  -0.517
35 H 4.575 4.204 -8.232  0.311
36 C -1.376 5.686 -1.078  -0.408
37 F 5.298 0.699 -5.517  -0.266
38 H 1.664 0.557 0.086  0.281
39 C -2.183 7.447 -3.576  -1.065
40 C -5.556 -1.612 -4.327  0.393
41 H -5.860 -4.279 -2.187  0.194
42 O 2.069 -6.646 9.974  -0.503
43 F 3.266 1.033 -4.902  -0.207
44 F -7.055 -0.372 -5.701  -0.245
45 O -5.488 -0.771 -3.477  -0.519
46 C 3.674 5.581 4.614  -0.965
47 F -7.999 -5.569 -1.420  -0.243
48 F 1.485 -6.443 2.414  -0.248
49 H -5.868 -2.612 -1.652  0.311
50 H 0.915 7.795 -1.019  -0.491
51 H -0.348 -2.394 3.886  0.300
52 C 2.484 -5.594 9.581  0.282
53 C -0.768 3.401 -3.762  -0.368
54 C 0.323 8.101 -1.939  -0.332
55 Si -0.733 6.639 -2.628  0.717
56 H 6.212 3.668 -8.572  0.307
57 H 0.963 -4.125 6.061  0.260
58 F 1.943 -3.771 8.141  -0.244
59 F -0.461 -6.678 1.531  -0.236
60 H -0.730 -4.203 5.614  0.358
61 C 1.785 2.062 1.690  -0.651
62 C 0.133 -3.537 5.669  -1.105
63 H -0.698 4.779 -0.983  -0.335
64 H -1.276 5.239 -4.997  0.271
65 H 4.214 5.267 5.507  0.381
66 O 0.880 -4.015 3.403  -0.325
67 H -6.742 -9.468 2.089  0.301
68 H 5.307 6.747 3.782  0.337
69 C -6.255 -1.443 -5.672  0.863
70 O 0.097 0.577 3.322  -0.575
71 C -1.221 0.061 -3.350  -0.771
72 H 3.004 4.776 4.302  0.149
73 F 0.896 -5.197 0.756  -0.255
74 C 4.697 -6.396 9.616  -0.199
75 F 1.776 -3.431 10.262  -0.268
76 H -0.370 2.482 -0.952  0.263
77 O 3.937 6.248 2.287  -0.302
78 H -1.937 0.840 -2.953  0.223
79 H -4.525 -7.429 1.471  0.326
80 H -2.984 6.731 -3.910  0.341
81 F -7.956 -7.696 -1.705  -0.254
82 H -3.617 -3.945 -3.241  0.462
83 H -1.363 6.324 -0.151  0.387
84 C -0.050 0.394 -4.023  -0.088
85 H -5.523 -8.907 3.254  0.374
86 O 0.320 5.690 -3.609  -0.436
87 O -6.403 -5.958 0.788  -0.503
88 H 2.801 1.571 1.818  0.352
89 F 3.725 -0.558 -6.276  -0.285
90 H 4.914 -6.895 7.530  0.302
91 H -0.097 -2.735 6.373  0.381
92 H 0.996 8.546 -2.736  0.324
93 H 0.498 -0.310 -4.722  0.311
94 H 0.340 4.503 -5.305  0.301
95 C 2.738 7.698 0.871  1.085
96 O -4.997 -2.827 -4.241  -0.346
97 Si 0.674 2.145 -3.683  0.346
98 H -1.470 -1.017 -3.147  0.146
99 C 3.827 1.656 -7.134  0.354
100 C 5.195 3.692 -8.971  -1.104
101 C -7.193 -6.636 -1.397  0.940
102 F -6.320 -6.483 -2.410  -0.249
103 H 1.328 -2.291 4.397  0.311
104 H 3.046 6.435 4.874  0.325
105 F 1.941 6.665 0.519  -0.253
106 H 1.038 3.438 -0.343  -0.242
107 C 4.693 2.285 -9.229  -0.198
108 H 5.317 1.806 -9.986  0.318
109 H -1.593 2.909 -4.371  0.388
110 F 3.632 7.840 -0.121  -0.268
111 F -7.018 -2.502 -5.988  -0.243
112 O 2.919 2.428 -7.249  -0.503
113 H 3.669 2.284 -9.609  0.309
114 H 1.993 3.163 1.549  0.286
115 H -1.183 3.524 -2.720  0.131
116 C 0.451 -5.766 1.890  0.851
117 H -4.656 -3.728 -1.005  0.461
118 O 0.006 3.172 3.628  -0.481
119 H 5.457 -8.167 8.646  0.368
120 H 5.684 -5.943 9.713  0.316
121 C 4.029 0.710 -5.954  0.931
122 O 3.778 -5.324 9.354  -0.316
123 C 0.736 2.413 -0.734  0.338
124 O -5.910 -8.012 0.021  -0.317
125 C 4.641 5.929 3.499  -0.251
126 C -6.477 -6.801 -0.060  0.344
127 H 0.020 0.965 0.817  0.428
128 C 1.619 2.103 -2.022  -0.856

The following is a DFT calculation (wB97M-V/def2-TZVPD) of a structure of composition C35H56F42N11O31S14 in a non-equilibrium geometry.

Values from the calculation:
* LUMO energy: 0.5 eV
* total energy: -14070.21738 Ha
* total charge: -3
* HOMO level: -3.73 eV
* HOMO-LUMO gap: 4.27 eV

Each line ends with the Mulliken charge.
CARTESIAN COORDINATES (ANGSTROEM)
1 F -0.564 -11.577 -0.816  -0.227
2 H -8.541 6.200 4.111  0.403
3 F 0.766 2.709 -7.415  -0.229
4 H 3.822 -2.354 -8.130  0.254
5 N 2.492 3.090 -9.555  -0.401
6 C -3.599 10.227 -3.176  0.568
7 H 3.487 -4.842 -7.926  0.458
8 N 6.592 1.581 4.310  -0.312
9 F -1.511 11.329 -7.232  -0.214
10 F 2.425 3.311 -6.101  -0.224
11 H 6.284 8.552 2.283  0.476
12 H 3.225 -2.369 -5.933  0.353
13 H 0.847 -2.982 -0.769  0.411
14 F -8.324 -8.828 6.999  -0.244
15 F 0.760 4.722 -6.523  -0.198
16 O -4.334 9.796 -5.743  -0.632
17 S -7.459 0.794 -2.422  0.965
18 H 0.845 -1.993 -8.873  0.363
19 C -5.665 5.602 4.528  -0.842
20 H -1.150 3.877 -0.163  0.391
21 N -3.347 12.115 -5.091  -0.458
22 C 7.154 6.696 1.323  0.350
23 H 0.319 -0.317 -0.836  0.384
24 O -4.898 4.312 4.738  -0.341
25 C 8.860 0.560 3.024  0.655
26 C 1.524 3.717 -7.028  0.582
27 H 1.376 -0.761 0.446  0.472
28 O 7.056 -1.154 3.806  -0.538
29 C 0.367 -0.924 0.068  -0.613
30 S 3.315 3.569 -10.954  0.936
31 F -2.511 9.446 -3.565  -0.237
32 C 7.014 5.748 0.115  -1.550
33 H 7.847 5.146 -0.246  0.416
34 O 2.659 -9.404 6.796  -0.624
35 S 4.762 -9.275 9.867  1.101
36 H 0.493 -1.320 2.852  0.405
37 H 3.727 8.688 2.368  0.344
38 F 5.254 1.634 -10.571  -0.257
39 C -2.277 12.333 -7.656  0.695
40 C -0.549 -1.222 2.547  -0.482
41 S -6.203 -5.719 7.355  1.077
42 O 2.876 2.747 -12.073  -0.648
43 F -6.147 -3.183 8.293  -0.223
44 F 3.662 -14.695 -2.587  -0.221
45 O 6.806 -0.014 6.198  -0.606
46 C -0.572 -10.917 -2.058  0.575
47 O 3.555 4.972 -8.263  -0.633
48 H 2.051 -0.897 -9.057  0.283
49 N 3.300 -9.063 9.424  -0.462
50 H -0.873 3.865 1.583  0.348
51 H 1.945 -2.154 -9.951  0.387
52 C -1.000 -2.633 2.142  -0.827
53 H -0.838 -2.459 -0.908  0.383
54 F -7.987 -4.394 8.850  -0.238
55 C 2.796 -2.720 -8.096  0.528
56 F 2.565 -15.007 -4.563  -0.210
57 H 0.993 0.828 1.964  0.401
58 H -0.003 1.746 -0.344  0.265
59 H 6.790 6.294 -0.802  0.415
60 O 1.170 -10.052 -3.902  -0.643
61 H -6.173 5.791 5.474  0.422
62 C 5.963 7.669 1.731  -0.788
63 H 0.766 -3.849 1.320  0.398
64 H 1.906 -1.628 -6.366  0.419
65 H 6.963 5.159 2.858  0.325
66 N 1.843 -1.883 -8.983  -0.300
67 S -4.291 10.967 -4.793  1.066
68 N -6.339 -6.965 8.107  -0.374
69 C -7.785 6.366 3.343  -1.361
70 O 2.930 -11.949 -5.108  -0.617
71 C -7.199 -9.374 7.192  0.697
72 F 6.626 2.635 7.409  -0.221
73 H -4.473 4.571 6.773  0.323
74 C 0.023 -2.501 -0.241  -0.767
75 F 9.507 -0.440 2.373  -0.198
76 F 4.385 -11.117 11.772  -0.240
77 S 3.392 -8.581 7.728  0.969
78 H -5.019 6.480 4.490  0.474
79 S -5.705 -8.202 7.140  0.967
80 O 4.498 0.374 5.290  -0.615
81 F 2.379 -6.501 6.470  -0.227
82 C 4.004 7.880 3.045  -0.763
83 C -0.152 -3.358 0.998  -0.599
84 O 1.251 5.252 -9.263  -0.621
85 O 5.527 -10.238 9.061  -0.658
86 F -6.985 0.149 0.230  -0.259
87 H -3.472 3.351 5.741  0.244
88 S 2.276 4.361 -8.676  1.041
89 F -7.962 5.483 -2.339  -0.241
90 C -7.725 -0.282 -0.798  0.611
91 H -8.361 6.319 2.419  0.436
92 C 3.499 -14.286 -3.866  0.617
93 S 7.012 0.217 3.207  0.885
94 C -0.043 2.200 0.646  -0.475
95 N -7.152 3.936 3.163  -0.265
96 O -4.042 14.031 -6.824  -0.651
97 F -1.654 13.471 -7.573  -0.228
98 C -4.018 4.291 5.824  -0.757
99 H -7.313 7.324 3.559  0.361
100 C -1.111 3.242 0.722  -1.309
101 H -6.523 3.317 3.653  0.332
102 O 5.435 -7.996 9.972  -0.668
103 F -2.614 12.218 -8.917  -0.230
104 H 8.072 7.218 1.052  0.223
105 H -2.092 2.784 0.852  0.292
106 H -5.931 5.537 2.368  0.340
107 S 1.240 -10.915 -2.741  1.005
108 C 2.815 -4.177 -8.470  -0.893
109 F -8.911 -0.138 -0.402  -0.229
110 H 0.890 2.764 0.652  0.467
111 H -7.965 3.790 3.745  0.379
112 H -2.399 0.223 1.718  0.348
113 H 7.606 6.604 3.258  0.354
114 O 3.008 -4.120 -9.882  -0.365
115 F 2.442 -6.205 8.718  -0.223
116 F -4.521 9.509 -2.564  -0.200
117 H -1.081 -0.687 3.333  0.508
118 C 2.950 -5.407 -10.520  -0.780
119 F 9.024 1.704 2.436  -0.229
120 F -7.274 -9.981 8.389  -0.262
121 F -9.284 4.177 -3.282  -0.220
122 H 8.515 5.534 2.610  0.346
123 H 6.130 5.111 0.116  0.385
124 H 2.227 -6.044 -10.011  0.339
125 O 3.555 4.998 -11.113  -0.554
126 C 4.570 -9.758 11.669  0.605
127 C -1.931 -0.064 0.777  -1.058
128 F 0.981 -7.477 7.702  -0.230
129 N 1.359 -12.450 -2.945  -0.385
130 O 4.053 -11.825 -2.811  -0.570
131 O -4.909 11.874 -7.300  -0.565
132 F -3.215 11.196 -2.340  -0.233
133 C 5.544 2.414 6.667  0.555
134 O -8.683 0.713 -3.257  -0.647
135 N 7.575 5.896 2.539  -0.282
136 O -5.489 3.621 -2.710  -0.632
137 F -7.404 -1.565 -0.975  -0.226
138 C 2.414 -2.553 -6.639  -1.416
139 N -0.525 -0.291 1.236  -0.259
140 H 1.832 -4.583 -8.235  0.424
141 F 4.709 -14.322 -4.425  -0.201
142 H -1.080 -3.334 2.973  0.457
143 O 4.971 7.054 2.418  -0.280
144 S -6.744 3.021 -3.130  0.947
145 H -7.264 3.671 2.194  0.342
146 C -0.038 1.092 1.729  -0.455
147 H -3.416 5.197 5.754  0.309
148 O -4.588 -9.069 7.604  -0.638
149 H -0.563 1.328 2.655  0.511
150 N -7.313 2.139 -1.784  -0.286
151 F -1.073 -9.638 -1.922  -0.222
152 H -2.052 -2.649 1.860  0.309
153 O 2.007 -10.240 -1.677  -0.635
154 O 4.647 -8.016 7.253  -0.577
155 F 4.545 1.971 7.475  -0.228
156 O -4.859 -5.475 6.788  -0.653
157 F 9.436 0.680 4.293  -0.239
158 H 1.787 -3.367 -6.277  0.348
159 S 5.874 0.897 5.459  0.925
160 H -0.756 -4.169 0.592  0.301
161 H -2.201 -1.067 0.446  0.540
162 S -3.843 12.617 -6.704  1.009
163 F -7.147 -10.246 6.253  -0.230
164 F 5.056 3.499 6.121  -0.225
165 H 3.157 7.248 3.313  0.233
166 S 3.003 -12.368 -3.685  0.958
167 O -5.573 -7.963 5.717  -0.571
168 F 3.468 -9.178 12.095  -0.219
169 C 5.117 2.982 -10.720  0.655
170 F -6.176 -4.799 9.785  -0.209
171 O -6.263 0.176 -2.925  -0.629
172 F 5.856 3.339 -11.779  -0.232
173 F -1.414 -11.505 -2.933  -0.226
174 H 2.971 -5.461 -11.609  0.281
175 H -1.954 0.771 0.077  0.256
176 O -6.759 2.471 -4.487  -0.559
177 C -6.561 5.382 3.243  0.196
178 F -7.722 5.102 -4.411  -0.228
179 O -7.278 -5.599 6.322  -0.691
180 F 5.640 3.587 -9.652  -0.214
181 O -5.601 11.478 -4.381  -0.688
182 C -8.049 4.532 -3.263  0.635
183 F 5.625 -9.348 12.307  -0.190
184 C 2.241 -7.034 7.690  0.642
185 O 6.409 0.227 1.867  -0.603
186 H 4.374 8.317 3.972  0.313
187 H 5.434 8.080 0.872  0.477
188 H 3.895 -5.901 -10.293  0.312
189 C -6.633 -4.411 8.666  0.591

Q: The highest HOMO-LUMO gap belongs to which entry?
A: C35H56F18O16SSi2